(1)
# C20H14ClN3O

The molecule C20H14ClN3O (ωB97M-V/def2-TZVPD, the Open Molecules 2025 dataset).

Results
- LUMO: 0.01768 Eh
- Relative energy (zero: lowest compared OMol25 entry of this formula, charge and spin): 190.5 kJ/mol
- SMILES: Oc1ccc([C@H]2Nc3ccccc3-c3ccnc4[nH]cc2c34)c(Cl)c1

Last column: Löwdin charge in e.
Cartesian coordinates (Å):
Cl (-1.39311, -2.57355, 2.80274)  0.641
N (3.44840, 0.76288, 3.21928)  0.110
O (-2.50476, -5.48001, -1.16424)  0.058
C (1.70574, -1.60887, 1.12278)  -0.022
C (0.83624, -0.55884, 1.07933)  -0.077
C (3.17819, 2.00705, 3.45274)  -0.165
C (2.60619, 0.06914, 2.41716)  -0.258
C (-1.03501, 4.40174, 0.28441)  -0.088
C (-2.24656, 3.70058, 0.09396)  -0.080
C (-1.86189, -3.19683, -1.60581)  -0.011
C (-1.68987, -4.02749, 0.54949)  -0.070
C (2.05372, 2.58508, 2.85358)  -0.021
C (0.09993, 3.80205, 0.89419)  -0.021
C (-2.33112, 2.35769, 0.53266)  -0.017
C (-1.34401, -1.99063, -1.21891)  -0.024
C (-1.53351, -2.73378, 0.98791)  -0.468
C (-2.04221, -4.27241, -0.75311)  -0.333
C (1.49247, 0.56579, 1.81008)  -0.085
C (1.15590, 1.85692, 2.05215)  -0.102
C (-0.00663, 2.46576, 1.32870)  -0.080
C (-1.22653, 1.79588, 1.13821)  -0.291
C (-1.15075, -1.69125, 0.10747)  -0.202
N (2.75373, -1.25957, 1.99945)  0.092
N (-1.36301, 0.47508, 1.31950)  0.029
C (-0.53466, -0.38157, 0.41437)  -0.202
H (-2.21722, -6.07543, -0.39888)  0.148
H (1.53554, -2.52487, 0.68342)  0.100
H (3.87888, 2.61803, 4.08847)  0.123
H (-0.94581, 5.48464, 0.02719)  0.105
H (-3.18158, 4.20018, -0.39123)  0.129
H (-2.19233, -3.37554, -2.62612)  0.125
H (-1.84602, -4.70764, 1.30268)  0.080
H (1.77584, 3.65108, 3.01180)  0.113
H (1.03371, 4.31435, 1.06161)  0.100
H (-3.27579, 1.86514, 0.36789)  0.109
H (-1.17168, -1.26825, -1.96992)  0.115
H (3.62545, -1.79408, 2.21501)  0.169
H (-1.58433, 0.05960, 2.28352)  0.146
H (-0.46994, 0.05211, -0.52976)  0.126

(2)
# C5H5F

The molecule C5H5F (ωB97M-V/def2-TZVPD, the Open Molecules 2025 dataset).

Results
- LUMO (alpha / beta): 0.00487 / -0.01492 Eh
- Relative energy (zero: lowest compared OMol25 entry of this formula, charge and spin): 477.4 kJ/mol

Last column: Löwdin charge in e.
Cartesian coordinates (Å):
C (0.02644, -0.18109, 0.04390)  -0.003
C (-1.28139, -0.39134, 2.38798)  -0.155
C (0.71574, 0.08206, -0.98646)  -0.151
C (1.71359, 0.01016, -1.92257)  -0.026
C (-1.24667, -0.23259, 0.92562)  -0.212
F (-2.48348, -0.15741, 2.96132)  -0.009
H (2.72218, -0.51112, -1.64031)  0.093
H (1.73093, 0.50228, -2.88374)  0.033
H (-1.97616, 0.65713, 0.68564)  0.148
H (-0.65300, -1.14868, 2.89479)  0.111
H (-1.62703, -1.24437, 0.31053)  0.172

(3)
# C4H10N4O4PS2

A cluster of 2 separate species, C4H10N4O4PS2 in total (ωB97M-V/def2-TZVPD, the Open Molecules 2025 dataset).

Results
- LUMO: -0.12843 Eh
- Total charge: +1
- Relative energy (zero: lowest compared OMol25 entry of this formula, charge and spin): 16.7 kJ/mol

Last column: Löwdin charge in e.
Cartesian coordinates (Å):
S (-2.39448, -1.14823, 3.29623)  0.202
P (-1.21702, -0.72808, 1.84962)  0.320
N (0.46303, -1.18061, 2.12531)  -0.084
C (1.01481, -2.21443, 1.47949)  -0.409
N (0.43181, -3.00181, 0.59204)  0.169
C (1.34449, -3.89000, 0.25417)  -0.068
N (2.47373, -3.71371, 0.91110)  0.107
N (2.29292, -2.62283, 1.70009)  0.158
H (-1.10649, 0.63454, 1.56188)  -0.027
H (-1.52300, -1.34420, 0.63356)  -0.003
H (0.99938, -0.68688, 2.81539)  0.121
H (1.17851, -4.67963, -0.44893)  0.154
H (3.31441, -4.26209, 0.83609)  0.191
H (3.01058, -2.25056, 2.29464)  0.188
C (-1.02866, 3.88701, -2.22712)  -0.144
C (0.16974, 2.98189, -2.02831)  -0.153
O (-0.27430, 2.02818, -1.04356)  -0.211
S (-1.84234, 1.74897, -1.24260)  0.568
O (-2.00532, 0.55778, -1.99149)  -0.216
O (-2.47427, 1.91970, 0.01538)  -0.240
O (-2.15477, 2.99461, -2.17989)  -0.174
H (-1.12600, 4.61554, -1.42088)  0.138
H (-1.01373, 4.39763, -3.18500)  0.141
H (1.04002, 3.51218, -1.65414)  0.136
H (0.42694, 2.44504, -2.94306)  0.136

(4)
# C5H11NO

The molecule C5H11NO (ωB97M-V/def2-TZVPD, the Open Molecules 2025 dataset).

Results
- LUMO: 0.02688 Eh
- Relative energy (zero: lowest compared OMol25 entry of this formula, charge and spin): 280.0 kJ/mol
- SMILES: C=CC[C@@](C)([NH3+])[O-]

Last column: Löwdin charge in e.
Cartesian coordinates (Å):
C (-0.01076, -0.27605, 0.67969)  -0.653
C (-0.61628, 0.44541, -0.55135)  -0.161
C (1.28055, 0.36625, 1.18276)  -0.031
N (-1.12061, -0.19628, 1.86214)  0.138
C (0.29003, 0.38449, -1.74421)  -0.190
C (0.15409, -0.47345, -2.74781)  0.015
O (-0.00345, -1.61999, 0.61746)  -0.173
H (-0.93698, -1.34584, 1.61373)  0.144
H (-0.79638, 0.16325, 2.75652)  0.111
H (-2.01572, 0.21896, 1.61437)  0.110
H (-0.82970, 1.49095, -0.30046)  0.113
H (-1.56009, -0.05662, -0.77985)  0.116
H (1.12398, 1.08153, -1.75100)  0.098
H (2.06109, 0.16978, 0.44798)  0.084
H (1.19369, 1.44676, 1.32605)  0.081
H (1.58715, -0.10846, 2.11649)  0.082
H (0.85275, -0.49423, -3.57541)  0.052
H (-0.65336, -1.19648, -2.76710)  0.063

(5)
# C32H48BLaN15O

A structure of composition C32H48BLaN15O (ωB97M-V/def2-TZVPD, the Open Molecules 2025 dataset).

Results
- Multiplicity: 2
- LUMO (alpha / beta): -0.39723 / -0.45974 Eh
- Total charge: +4

Last column: Löwdin charge in e.
Cartesian coordinates (Å):
La (-17.28106, -4.54616, 10.91185)  2.190
C (-16.98678, -4.57242, 15.18876)  -0.022
C (-18.10466, -5.20198, 14.48939)  -0.382
C (-18.98729, -6.14506, 15.07540)  0.023
C (-19.89815, -6.47447, 14.09575)  -0.029
N (-19.66458, -5.65626, 13.03652)  0.007
N (-18.51221, -4.90514, 13.27281)  -0.031
B (-20.54704, -5.51364, 11.73117)  -0.673
N (-20.58029, -4.04505, 11.41076)  -0.004
C (-21.38910, -3.10916, 11.90733)  -0.015
C (-20.88166, -1.87438, 11.59036)  0.029
C (-19.72259, -2.12450, 10.90412)  -0.337
C (-18.80341, -1.14149, 10.28935)  -0.007
N (-19.51100, -3.44648, 10.78679)  -0.081
N (-19.99522, -6.50264, 10.69276)  0.011
C (-20.47152, -7.70860, 10.45164)  -0.023
C (-19.51599, -8.47934, 9.79913)  0.055
C (-18.44774, -7.61569, 9.62273)  -0.288
C (-17.10484, -7.95723, 9.00982)  -0.005
N (-18.70437, -6.44615, 10.25358)  -0.091
N (-22.02710, -5.99586, 11.86045)  0.020
C (-22.89075, -6.02234, 10.71755)  0.047
C (-24.01050, -6.74933, 11.05423)  0.030
C (-23.82451, -7.14610, 12.37663)  -0.169
C (-24.72126, -7.89286, 13.29429)  0.032
N (-22.52303, -6.72257, 12.81602)  0.214
H (-17.37711, -4.29436, 16.13818)  0.094
H (-16.68607, -3.59394, 14.74834)  0.092
H (-16.12770, -5.25441, 15.30881)  0.098
H (-18.90230, -6.57149, 16.06989)  0.131
H (-20.76482, -7.16306, 14.11827)  0.128
H (-22.17059, -3.30441, 12.65616)  0.163
H (-21.37545, -0.94796, 11.84908)  0.140
H (-18.13552, -0.77385, 11.02490)  0.079
H (-19.25900, -0.24228, 9.90409)  0.104
H (-18.19368, -1.60990, 9.49742)  0.061
H (-21.43218, -8.04570, 10.75647)  0.127
H (-19.52384, -9.44913, 9.38663)  0.122
H (-16.33418, -8.34466, 9.67723)  0.076
H (-16.65308, -7.07944, 8.56320)  0.052
H (-17.12457, -8.73772, 8.25220)  0.105
H (-22.59667, -5.51640, 9.76183)  0.174
H (-24.91659, -6.99250, 10.41445)  0.175
H (-25.66151, -7.36605, 13.43497)  0.119
H (-24.37952, -8.22259, 14.26712)  0.103
H (-24.98521, -8.77399, 12.68217)  0.126
C (-16.14804, -1.91889, 5.37022)  0.027
N (-14.95558, -1.29657, 6.06199)  -0.097
C (-14.85505, 0.16100, 5.89624)  0.007
C (-14.17881, -2.07028, 6.78715)  -0.269
N (-14.77055, -3.05745, 7.64492)  0.028
C (-14.46574, -4.43288, 7.46439)  -0.145
C (-14.02984, -4.85859, 6.18309)  -0.011
C (-13.63349, -6.13887, 5.89482)  -0.013
C (-13.74096, -7.08516, 6.93385)  0.001
C (-14.04961, -6.64841, 8.21363)  -0.055
C (-14.36270, -5.33117, 8.54881)  -0.249
N (-14.74045, -4.99295, 9.86949)  0.034
C (-14.09508, -5.47892, 10.94342)  -0.404
N (-12.88631, -5.98873, 11.07380)  -0.073
C (-11.83061, -5.67210, 10.14188)  -0.020
C (-12.25173, -6.83326, 12.21020)  0.045
N (-14.97452, -5.38114, 12.11643)  -0.252
C (-15.34968, -6.77524, 12.70378)  -0.008
C (-14.23810, -4.46415, 13.14939)  0.001
N (-12.86329, -2.06065, 6.70936)  -0.076
C (-12.16001, -1.36639, 5.65080)  0.033
C (-11.98863, -2.65441, 7.74273)  0.035
H (-16.07498, -1.72672, 4.27977)  0.125
H (-17.16668, -1.54918, 5.64347)  0.116
H (-16.14367, -2.96378, 5.57457)  0.065
H (-14.53906, 0.49687, 4.90379)  0.113
H (-14.19502, 0.52626, 6.71112)  0.121
H (-15.84037, 0.58153, 6.07870)  0.106
H (-14.00298, -4.20391, 5.34233)  0.118
H (-13.35421, -6.30674, 4.88054)  0.124
H (-13.49951, -8.13280, 6.69527)  0.140
H (-14.20614, -7.37526, 9.01881)  0.124
H (-12.09833, -4.67953, 9.68527)  0.101
H (-11.64439, -6.53799, 9.51093)  0.115
H (-10.91580, -5.57334, 10.66606)  0.090
H (-12.13561, -6.22600, 13.11003)  0.093
H (-11.23261, -7.13627, 11.87623)  0.114
H (-12.80733, -7.78837, 12.31201)  0.103
H (-15.66778, -7.39459, 11.87230)  0.078
H (-16.24463, -6.60065, 13.28378)  0.056
H (-14.50094, -7.21740, 13.27900)  0.098
H (-14.90914, -3.88253, 13.73185)  0.039
H (-13.60516, -3.78591, 12.55256)  0.108
H (-13.65254, -5.10212, 13.83531)  0.093
H (-12.90523, -1.08160, 4.89230)  0.106
H (-11.45948, -2.08460, 5.36387)  0.095
H (-11.72797, -0.41082, 6.04580)  0.145
H (-12.11252, -2.09095, 8.65140)  0.111
H (-10.97261, -2.45466, 7.38995)  0.117
H (-12.14440, -3.73014, 7.84419)  0.078
O (-16.47906, -3.45289, 8.84622)  -0.271
N (-15.72083, -2.58304, 8.41320)  0.071

(6)
# C11H12N6OS

The molecule C11H12N6OS (ωB97M-V/def2-TZVPD, the Open Molecules 2025 dataset).

Results
- LUMO: -0.00219 Eh
- Relative energy (zero: lowest compared OMol25 entry of this formula, charge and spin): 118.9 kJ/mol
- SMILES: CC1=Nc2nnnn2[C@H](c2sccc2C)[C@@H]1C(N)=O

Last column: Löwdin charge in e.
Cartesian coordinates (Å):
O (-0.55647, 0.55801, -2.32772)  0.035
N (0.94158, 1.07105, 3.82172)  -0.038
N (1.15081, 0.19147, 2.97647)  0.026
N (-0.12871, 1.81777, 3.50030)  0.072
N (-1.85477, 1.73267, 1.82179)  0.198
S (2.86143, -0.25637, 0.35765)  1.018
C (-0.36068, 1.12864, -1.24639)  -0.452
C (-0.59662, 1.38392, 2.36588)  -0.329
C (-1.91705, 1.29071, 0.61822)  -0.258
C (3.55001, -1.38740, -0.73315)  -0.413
C (2.62603, -2.29184, -1.15845)  -0.153
C (1.26183, -2.10694, -0.68182)  -0.288
C (1.24030, -0.91252, 0.13944)  -0.387
N (0.20859, 2.41439, -1.27954)  0.168
N (0.28521, 0.36967, 1.99037)  -0.030
C (-3.19435, 1.80259, -0.02790)  -0.017
C (0.15849, -2.91600, -1.16032)  -0.051
C (-0.97273, 0.30128, -0.12966)  -0.108
C (-0.02781, -0.39810, 0.81408)  -0.238
H (4.58259, -1.30192, -0.91273)  0.047
H (2.88221, -3.06698, -1.92198)  0.125
H (0.22315, 3.08582, -0.48147)  0.124
H (0.60167, 2.73322, -2.17797)  0.123
H (-4.06608, 1.62620, 0.60147)  0.091
H (-3.09207, 2.87630, -0.27157)  0.097
H (-3.24942, 1.31681, -0.98695)  0.068
H (0.21362, -4.00462, -1.00475)  0.097
H (0.10668, -2.71637, -2.19218)  0.075
H (-0.83475, -2.59026, -0.73024)  0.092
H (-1.54043, -0.49376, -0.72083)  0.174
H (-0.50225, -1.25747, 1.13824)  0.132

The calculation returns the following calculated total energy values, one per record and in order: -40006.1483 -7977.2954 -49412.2460 -8898.7951 -59861.5988 -33422.2434 eV.
The calculation returns the following max |F| values, one per record and in order: 5.7 3.6 1.6 0.3 2.6 5.1 eV/A.